No. 1
{
  "formula": "C37H57N4OPTeTi",
  "method": "ωB97M-V/def2-TZVPD",
  "e_above_lowest_ev": 2.420,
  "e_lumo_ev": -12.7,
  "fmax_ev_per_a": 0.58,
  "e_homo_ev": -18.1,
  "homo_lumo_gap_ev": 5.4610,
  "total_charge": 4,
  "elements": ["Ti", "C", "C", "C", "C", "C", "C", "C", "C", "C", "C", "C", "C", "C", "C", "C", "C", "C", "H", "H", "H", "H", "H", "H", "H", "H", "H", "H", "H", "H", "H", "H", "H", "H", "H", "H", "H", "H", "H", "H", "H", "H", "H", "H", "H", "H", "H", "O", "C", "C", "C", "C", "C", "C", "N", "H", "H", "H", "H", "H", "H", "H", "C", "N", "C", "N", "C", "N", "C", "P", "C", "C", "H", "H", "H", "H", "H", "H", "H", "H", "H", "H", "H", "H", "H", "C", "Te", "C", "C", "C", "C", "C", "C", "C", "H", "H", "H", "H", "H", "H", "H", "H"],
  "positions_angstrom": [[-0.84500, -0.04055, 0.15251], [-1.39602, 0.42613, 2.35433], [-0.45421, 1.45347, 2.01709], [-1.00846, 2.15968, 0.88104], [-2.31031, 1.58349, 0.67267], [-2.60098, 0.59100, 1.64612], [-3.93735, -0.01437, 1.98817], [-3.84144, -1.47370, 2.45129], [-4.97682, 0.14146, 0.87640], [-4.39352, 0.85931, 3.19101], [-0.59896, 3.41069, 0.08936], [-1.52590, 3.57351, -1.12646], [-0.81550, 4.63852, 0.99661], [0.84197, 3.40658, -0.43648], [0.63930, 1.74515, 3.04569], [1.02759, 0.47665, 3.82115], [1.91269, 2.41567, 2.54225], [-0.04995, 2.69825, 4.05697], [-1.25244, -0.28754, 3.14910], [-3.00264, 1.91803, -0.08694], [-3.86096, -2.17489, 1.61457], [-4.69959, -1.71457, 3.07758], [-2.94933, -1.67195, 3.04679], [-4.77806, -0.47701, -0.00690], [-5.10824, 1.17951, 0.56801], [-5.94438, -0.19915, 1.24507], [-3.74101, 0.71400, 4.05274], [-5.40267, 0.56220, 3.47592], [-4.41319, 1.91997, 2.93688], [-2.55835, 3.78096, -0.84656], [-1.50201, 2.69499, -1.78222], [-1.18918, 4.42683, -1.71303], [-1.82317, 4.65034, 1.41458], [-0.69104, 5.54612, 0.40572], [-0.09867, 4.68063, 1.81334], [1.07405, 2.48905, -0.98529], [1.58319, 3.54216, 0.34067], [0.95989, 4.23877, -1.13070], [1.38142, -0.31377, 3.15652], [0.21363, 0.08616, 4.42974], [1.83191, 0.71296, 4.51677], [2.35002, 1.86776, 1.70483], [2.64049, 2.44543, 3.35350], [1.74687, 3.44542, 2.24201], [-0.91787, 2.22592, 4.51877], [-0.36657, 3.63013, 3.59163], [0.66128, 2.93867, 4.84773], [-2.40834, -0.82794, -0.91257], [-2.68857, -2.25395, -0.92513], [-1.67904, -2.91548, -0.03745], [-1.64084, -4.29232, 0.08560], [-0.78133, -4.85851, 1.01351], [0.02211, -4.02398, 1.78973], [-0.04387, -2.66639, 1.58673], [-0.87186, -2.10373, 0.67593], [-3.23582, -0.33155, -1.01266], [-2.66231, -2.61222, -1.95427], [-3.69145, -2.41456, -0.52631], [-2.29814, -4.90877, -0.51493], [-0.74957, -5.93274, 1.14547], [0.67927, -4.42628, 2.54845], [0.55419, -1.98197, 2.17494], [5.61439, -0.01007, 0.70503], [4.99624, 0.27684, -0.67833], [5.06672, -1.02147, -1.50501], [4.41623, -2.08010, -0.81361], [5.03551, -2.30360, 0.49234], [4.94336, -1.10042, 1.31478], [3.59142, -0.79522, 1.74145], [2.45529, -0.45494, 0.28479], [3.58889, 0.77997, -0.56285], [2.97118, -1.93279, -0.74070], [5.53447, 0.90230, 1.29538], [6.66424, -0.24447, 0.53111], [5.56217, 0.99248, -1.14336], [6.12435, -1.24293, -1.64450], [4.60242, -0.81881, -2.46995], [6.08408, -2.56412, 0.35013], [4.54492, -3.13327, 0.99810], [3.60770, 0.07300, 2.40183], [3.20637, -1.63586, 2.32183], [3.61389, 1.72199, -0.01476], [3.22500, 0.98509, -1.57060], [2.57588, -1.83760, -1.75380], [2.54164, -2.83922, -0.30821], [0.05232, -1.74860, -3.30718], [0.38903, 0.22147, -2.49024], [-1.17732, 0.80498, -3.85794], [-1.11163, -0.23962, -4.94077], [-1.64204, 0.02344, -6.19855], [-1.60154, -0.95441, -7.18078], [-1.01906, -2.18720, -6.91628], [-0.47319, -2.44747, -5.66869], [-0.52553, -1.47631, -4.67549], [-0.62276, -2.30900, -2.66114], [0.99936, -2.28229, -3.36052], [-0.95892, 1.80947, -4.21476], [-2.12767, 0.81158, -3.32359], [-2.08084, 0.98942, -6.41553], [-2.00937, -0.74677, -8.16050], [-0.97288, -2.94073, -7.69043], [0.00074, -3.40246, -5.47632]],
  "forces_ev_per_a": [[0.4, -0.3, 0.2], [0.0, -0.1, 0.0], [0.0, 0.0, 0.0], [-0.1, 0.0, 0.0], [0.1, 0.0, -0.1], [0.1, 0.1, -0.3], [-0.1, 0.0, 0.1], [0.0, 0.0, 0.0], [0.0, 0.0, 0.0], [0.0, 0.0, 0.0], [0.0, 0.1, 0.0], [0.1, 0.0, 0.0], [0.0, 0.0, 0.0], [0.0, 0.0, 0.0], [0.0, 0.1, 0.1], [0.0, 0.0, 0.0], [0.0, 0.0, 0.0], [0.0, 0.0, 0.0], [0.0, 0.0, 0.0], [0.0, 0.0, 0.1], [0.1, 0.0, 0.0], [0.0, 0.0, 0.0], [0.0, 0.0, 0.0], [0.0, 0.0, 0.0], [0.0, 0.0, 0.0], [0.0, 0.0, 0.0], [0.0, 0.0, 0.0], [0.0, 0.0, 0.0], [0.0, 0.0, 0.0], [0.0, 0.0, 0.0], [0.0, 0.0, 0.0], [0.0, 0.0, 0.0], [0.0, 0.0, 0.0], [0.0, 0.0, 0.0], [0.0, 0.0, 0.0], [0.0, 0.0, 0.0], [0.0, 0.0, 0.0], [0.0, 0.0, 0.0], [0.0, -0.1, 0.0], [0.0, 0.0, 0.0], [0.0, 0.0, 0.0], [0.0, 0.1, 0.0], [0.0, 0.0, 0.0], [0.0, 0.0, 0.0], [0.0, 0.0, 0.0], [0.0, 0.0, 0.0], [0.0, 0.0, 0.0], [-0.2, 0.1, 0.0], [0.0, -0.1, 0.0], [0.0, 0.0, -0.1], [0.0, 0.0, 0.1], [0.0, 0.0, 0.0], [0.0, 0.0, 0.0], [0.0, 0.0, 0.0], [0.0, 0.0, 0.0], [-0.1, 0.0, 0.0], [0.0, 0.0, 0.0], [0.0, 0.0, 0.0], [0.0, 0.0, 0.0], [0.0, 0.0, 0.0], [0.0, 0.0, 0.0], [0.0, 0.0, 0.0], [0.0, 0.0, 0.1], [0.1, 0.0, 0.0], [0.0, -0.1, 0.0], [0.0, 0.0, 0.0], [0.0, 0.0, 0.0], [0.0, 0.0, 0.0], [-0.1, 0.0, 0.1], [0.2, 0.0, 0.0], [-0.1, 0.0, 0.0], [0.0, 0.0, 0.0], [0.0, 0.0, 0.0], [0.0, 0.0, 0.0], [0.0, 0.0, 0.0], [0.0, 0.0, 0.0], [0.0, 0.0, 0.0], [0.0, 0.0, 0.0], [0.0, 0.0, 0.0], [-0.1, 0.0, 0.0], [0.0, 0.0, 0.0], [0.0, 0.0, 0.0], [0.0, 0.0, 0.0], [0.0, 0.0, 0.0], [0.0, 0.0, 0.0], [0.0, -0.1, 0.0], [-0.4, 0.0, -0.2], [0.0, 0.1, 0.0], [0.1, -0.1, 0.0], [0.0, 0.0, 0.0], [0.0, 0.0, 0.0], [0.0, 0.0, 0.0], [0.0, 0.0, 0.0], [0.0, 0.2, 0.0], [0.1, 0.0, 0.1], [0.0, 0.0, 0.0], [0.0, 0.0, 0.0], [0.0, 0.0, 0.1], [0.0, 0.0, 0.0], [0.0, 0.0, 0.0], [0.0, 0.0, 0.0], [0.0, 0.0, 0.0]]
}

=====

No. 2
{
  "formula": "C26H50BFIO4",
  "method": "ωB97M-V/def2-TZVPD",
  "e_lumo_ev": 2.2,
  "fmax_ev_per_a": 7.61,
  "e_homo_ev": -4.9,
  "homo_lumo_gap_ev": 7.1054,
  "total_charge": -1,
  "elements": ["C", "C", "C", "C", "C", "C", "C", "C", "C", "C", "C", "C", "C", "C", "B", "C", "C", "O", "O", "C", "C", "C", "C", "C", "C", "O", "C", "C", "I", "C", "C", "F", "O", "H", "H", "H", "H", "H", "H", "H", "H", "H", "H", "H", "H", "H", "H", "H", "H", "H", "H", "H", "H", "H", "H", "H", "H", "H", "H", "H", "H", "H", "H", "H", "H", "H", "H", "H", "H", "H", "H", "H", "H", "H", "H", "H", "H", "H", "H", "H", "H", "H", "H"],
  "positions_angstrom": [[-1.36410, -3.33258, -5.51740], [-1.06251, -4.82844, -4.91763], [-0.60857, -4.86797, -3.34234], [0.20372, -3.54370, -2.81866], [1.75033, -3.42092, -3.38125], [2.24551, -1.87600, -2.99466], [2.02587, -0.81445, -4.25224], [1.12631, 0.50106, -3.85868], [-0.47545, 0.36769, -4.18254], [-1.26848, 1.37841, -3.16407], [-2.78909, 0.91061, -2.76564], [-2.91163, -0.60410, -2.14993], [-2.98566, -0.68061, -0.50993], [-1.65496, -1.31061, 0.21071], [-1.51401, -0.94269, 1.82457], [-2.47366, -1.83198, 2.83862], [-4.03903, -1.34511, 2.89469], [-4.96173, -2.31482, 3.14768], [-0.16858, -1.14494, 2.47004], [0.44899, 0.12229, 2.95742], [0.74808, 0.30253, 4.55868], [2.35187, 0.10418, 4.84567], [3.24719, 1.47418, 4.77411], [2.47341, 2.78577, 4.16902], [3.48079, 4.05025, 3.81697], [3.32422, 5.12027, 4.83529], [4.08089, 6.28775, 4.27778], [-0.34219, 1.28704, 2.12018], [1.02510, 1.56224, 0.38797], [-0.91653, 2.61893, 2.88388], [-1.92232, 3.37402, 1.78141], [-1.82990, 2.25221, 4.02918], [-1.61427, 0.53832, 1.85135], [-0.33187, -2.75596, -5.67366], [-1.99384, -3.40493, -6.51304], [-1.99989, -2.69644, -4.73361], [-0.28982, -5.45334, -5.55465], [-2.09021, -5.42886, -4.99253], [-0.03174, -5.87746, -3.08137], [-1.61658, -4.92446, -2.70826], [0.28544, -3.60597, -1.63477], [-0.32031, -2.52292, -3.05498], [1.84734, -3.64561, -4.53031], [2.44076, -4.21247, -2.82079], [1.50874, -1.50235, -2.13451], [3.32066, -1.83854, -2.53102], [1.62732, -1.32109, -5.22932], [3.11865, -0.41643, -4.51479], [1.32859, 0.80872, -2.73806], [1.53524, 1.39890, -4.52087], [-0.88724, -0.72698, -4.22179], [-0.62896, 0.81087, -5.28020], [-0.63861, 1.58741, -2.19180], [-1.36569, 2.41937, -3.73993], [-3.56414, 1.02754, -3.64370], [-3.15096, 1.65524, -1.90695], [-3.93193, -1.05248, -2.57221], [-2.05832, -1.33597, -2.48708], [-3.88502, -1.42255, -0.25679], [-3.31284, 0.37387, -0.12270], [-0.64242, -1.08868, -0.33893], [-1.78807, -2.49632, 0.17155], [-2.36061, -2.96675, 2.49555], [-2.04451, -1.70766, 3.94389], [-4.40665, -0.22596, 2.77781], [1.51603, 0.05309, 2.48237], [0.20363, -0.61131, 5.10086], [0.30334, 1.26930, 5.04575], [2.82702, -0.74799, 4.18286], [2.43754, -0.28962, 5.96954], [3.67414, 1.78315, 5.83796], [4.19389, 1.28824, 4.07430], [1.94633, 2.49007, 3.16716], [1.63066, 3.07857, 4.95121], [3.15122, 4.53346, 2.77773], [4.58834, 3.67262, 3.78138], [3.45743, 6.83785, 3.43928], [4.41991, 7.01198, 5.14013], [5.05639, 5.87837, 3.75473], [-0.11016, 3.41539, 3.17501], [-3.06277, 3.15271, 2.05659], [-1.74343, 3.01779, 0.68094], [-1.79164, 4.53579, 1.90178]],
  "forces_ev_per_a": [[0.3, 0.1, 0.6], [-0.7, -0.7, 0.0], [-0.9, 0.4, 0.6], [0.9, -0.5, 0.3], [0.2, 0.2, 0.9], [-1.4, 0.0, 0.1], [1.4, 0.6, 0.4], [0.5, 0.1, -0.7], [0.3, 1.2, -0.4], [-0.7, 0.4, -0.6], [0.0, 0.2, 0.9], [-0.8, -0.5, 0.0], [-0.5, -0.7, -0.3], [-0.2, -1.7, -0.8], [1.1, 0.3, 0.1], [-1.7, 0.6, 0.6], [-2.7, -5.9, 1.5], [4.5, 5.9, -1.6], [1.7, 2.0, 1.1], [1.5, -0.8, -1.6], [-0.6, -1.6, 0.3], [-0.1, 0.0, 1.4], [0.9, 0.7, -0.5], [-0.1, -0.2, 0.0], [-1.4, -0.5, 0.0], [1.8, 0.6, -2.3], [0.5, -0.3, -0.1], [-3.9, -3.4, 3.0], [-0.7, 0.7, 0.1], [-1.5, 0.8, -2.2], [-0.7, 0.2, 0.8], [2.7, 0.7, -2.2], [2.1, 3.4, 0.4], [-2.4, -1.2, 0.1], [1.5, 0.2, 2.0], [1.3, -1.5, -1.7], [-1.5, 1.6, 1.0], [2.2, 1.2, 0.2], [-1.0, 2.3, -0.7], [2.2, 0.2, -1.3], [-0.2, 0.2, -2.5], [0.7, -2.2, 0.3], [-0.3, 0.6, 2.1], [-1.5, 1.6, -1.2], [1.6, -0.9, -1.7], [-2.0, -0.1, -1.2], [0.6, 0.8, 1.9], [-2.3, -0.8, 0.4], [-0.5, -0.8, -2.2], [-0.9, -1.8, 1.4], [0.9, 2.1, 0.4], [0.3, -1.1, 2.2], [-1.3, -0.6, -1.9], [0.3, -2.1, 1.4], [1.8, -0.2, 1.5], [0.7, -1.5, -1.9], [2.2, 0.9, 0.8], [-1.6, 1.6, 0.5], [1.9, 1.6, -0.4], [0.9, -1.9, -0.5], [-1.9, -0.1, 0.7], [0.3, 2.2, -0.3], [-0.8, 2.3, 1.0], [-1.0, -0.3, -2.3], [0.9, -2.1, 0.2], [-1.8, 0.3, 1.1], [1.1, 2.0, -1.2], [1.0, -1.8, -1.1], [-1.2, 1.8, 1.1], [-0.1, 0.8, -2.4], [-0.9, -0.8, -2.2], [-1.9, 0.3, 1.5], [1.0, 0.5, 1.9], [1.9, -0.2, -1.8], [0.8, -1.2, 2.0], [-1.9, 0.8, 0.0], [1.1, -1.0, 1.8], [-1.0, -1.5, -1.7], [-1.8, 0.9, 1.1], [-1.5, -1.9, 0.1], [2.7, 0.2, -0.5], [-0.2, 0.7, 2.2], [-0.1, -2.2, -0.5]]
}

=====

Calculated values (Eh) of total energy for the records, taken in order: -3195.795780; -1743.690787.